w:
DFT (ωB97M-V/def2-TZVPD) results for ClH3P2 as an isolated structure.

Each line ends with the Mulliken charge.
CARTESIAN COORDINATES (ANGSTROEM)
P -0.588 -0.904 -0.551  -0.095
P 0.232 0.986 0.247  0.127
Cl 2.516 -0.133 1.247  -0.380
H -1.223 -1.164 0.811  0.111
H -1.903 -0.361 -0.764  0.100
H 0.966 1.575 -0.990  0.137

Values from the calculation:
Highest occupied orbital energy (eV): -9.880
M (g/mol): 100.4
Net charge: 0


x:
DFT (ωB97M-V/def2-TZVPD) results for a 2-piece molecular cluster, ClH3P2 overall.

Each line ends with the Mulliken charge.
CARTESIAN COORDINATES (ANGSTROEM)
P -0.838 -0.355 -0.887  -0.096
P 0.007 -0.991 0.947  0.192
Cl 1.592 1.677 0.770  -0.511
H 0.000 0.838 -0.784  0.176
H 0.199 -1.119 -1.565  0.096
H -0.960 -0.050 1.519  0.144

Values from the calculation:
Highest occupied orbital energy (alpha / beta) (eV): -9.593 / -9.602
M (g/mol): 100.4
Net charge: 0


Which one sits at the top of the stability order? w does.


w:
DFT (ωB97M-V/def2-TZVPD) results for one molecule with the formula C5H8BrN.

Each line ends with the Mulliken charge.
CARTESIAN COORDINATES (ANGSTROEM)
C -0.754 0.769 -2.202  -0.866
C 0.048 0.102 -1.352  0.084
N 0.051 0.138 0.062  -0.053
C -0.963 0.834 0.852  -1.141
C 0.579 -0.918 0.744  0.029
C 1.816 -1.015 1.212  -0.516
Br -0.838 -2.379 0.972  -0.204
H -0.404 1.092 -3.126  0.295
H -1.514 1.287 -1.653  0.281
H 0.678 -0.678 -1.626  0.419
H -0.408 0.813 1.876  0.362
H -1.121 1.769 0.443  0.457
H -1.943 0.353 1.074  0.322
H 2.189 -1.935 1.725  0.262
H 2.586 -0.233 0.999  0.268

Values from the calculation:
Highest occupied orbital energy (eV): -8.508
M (g/mol): 162.0
Structure (SMILES): C=CN(C)C(=C)Br
Net charge: 0


x:
DFT (ωB97M-V/def2-TZVPD) results for one molecule with the formula C5H8BrN.

Each line ends with the Mulliken charge.
CARTESIAN COORDINATES (ANGSTROEM)
C -0.187 -1.212 -0.299  -0.832
C 1.164 -1.428 -0.164  0.048
C 0.385 0.801 0.975  -0.662
C -0.730 0.005 0.359  0.890
C -1.557 0.820 -0.658  -1.551
N 1.975 -0.716 0.632  -0.427
Br 3.439 0.090 -0.221  -0.069
H -0.874 -1.600 -1.077  0.301
H 1.832 -2.159 -0.683  0.350
H 0.617 1.720 0.466  0.279
H 0.626 0.849 2.057  0.286
H -1.432 -0.287 1.187  0.213
H -2.004 1.568 -0.035  0.397
H -2.324 0.242 -1.154  0.409
H -0.931 1.307 -1.387  0.367

Values from the calculation:
Highest occupied orbital energy (alpha / beta) (eV): -8.056 / -8.054
M (g/mol): 162.0
Net charge: 0


Which one sits at the top of the stability order? w does.


w:
DFT (ωB97M-V/def2-TZVPD) results for a 2-piece molecular cluster, C4H10NP overall.

Each line ends with the Mulliken charge.
CARTESIAN COORDINATES (ANGSTROEM)
C 0.684 -0.434 -0.168  0.544
C 1.798 -0.141 -1.065  -1.216
C -0.310 -1.081 1.907  -0.716
C -1.152 0.238 -1.108  -0.805
N 0.737 -0.828 0.976  -0.351
P -0.892 2.007 -0.734  -0.076
H 1.438 -0.748 -1.863  0.359
H 2.631 -0.347 -0.479  0.391
H 1.864 0.974 -1.286  0.231
H -1.004 -0.199 1.986  0.235
H 0.334 -1.355 2.790  0.311
H -0.943 -1.907 1.558  0.260
H -0.870 0.026 -2.157  0.369
H -2.018 -0.286 -0.783  0.415
H -0.234 1.699 0.399  0.021
H -2.062 2.382 0.028  0.025

Values from the calculation:
Highest occupied orbital energy (eV): -8.058
M (g/mol): 103.1
Net charge: 0


x:
DFT (ωB97M-V/def2-TZVPD) results for a 2-piece molecular cluster, C4H10NP overall.

Each line ends with the Mulliken charge.
CARTESIAN COORDINATES (ANGSTROEM)
C 2.867 0.106 -1.725  -0.825
N 1.655 -0.277 -0.927  -0.265
C 1.551 0.479 0.321  -0.038
C 0.201 0.040 0.705  -0.536
P 0.274 0.842 -0.914  -0.108
H 2.542 0.830 -2.431  0.314
H 3.519 0.521 -1.097  0.339
H 3.149 -0.795 -2.270  0.250
H 2.251 1.260 0.704  0.378
H -0.203 -0.952 0.587  0.226
H -0.419 0.616 1.515  0.259
C -3.463 -0.510 1.124  -0.986
H -3.487 0.264 0.340  0.243
H -2.563 -0.977 0.750  0.162
H -4.361 -1.155 1.155  0.314
H -3.515 -0.293 2.163  0.275

Values from the calculation:
Highest occupied orbital energy (eV): -7.726
M (g/mol): 103.1
Structure (SMILES): CN1[C@@H]2CP21.C
Net charge: 0


Which one sits at the top of the stability order? x does.


w:
DFT (ωB97M-V/def2-TZVPD) results for a 2-piece molecular cluster, C2H4NOP overall.

Each line ends with the Mulliken charge.
CARTESIAN COORDINATES (ANGSTROEM)
C 0.967 0.474 0.502  -0.104
C -0.590 0.424 0.342  -0.549
N 1.600 -0.160 -0.400  -0.208
O 0.820 -0.869 -1.324  -0.224
P -0.836 -0.820 -1.038  0.125
H 1.575 1.128 1.161  0.344
H -1.265 0.149 1.189  0.353
H -1.207 1.664 -0.322  0.229
H -1.064 -1.992 -0.111  0.034

Values from the calculation:
Highest occupied orbital energy (eV): -9.315
M (g/mol): 89.0
Net charge: 0


x:
DFT (ωB97M-V/def2-TZVPD) results for C2H4NOP as an isolated structure.

Each line ends with the Mulliken charge.
CARTESIAN COORDINATES (ANGSTROEM)
C -2.175 0.122 0.108  0.220
C 1.043 -0.660 0.309  -0.637
N -1.283 1.204 0.070  -0.522
O -1.811 -0.996 -0.105  -0.504
P 0.158 0.681 -0.053  0.384
H -3.248 0.314 0.436  0.338
H 2.026 -0.385 0.293  0.332
H 0.932 -1.656 0.476  0.337
H 0.968 1.746 0.168  0.052

Values from the calculation:
Highest occupied orbital energy (eV): -9.369
M (g/mol): 89.0
Net charge: 0


y:
DFT (ωB97M-V/def2-TZVPD) results for C2H4NOP as an isolated structure.

Each line ends with the Mulliken charge.
CARTESIAN COORDINATES (ANGSTROEM)
C 1.460 -0.196 -0.002  0.175
C -1.229 0.603 -0.425  -0.359
N 0.819 -1.344 -0.195  -0.471
O 1.169 0.967 -0.034  -0.494
P -0.859 -0.989 0.090  0.167
H 2.544 -0.393 0.226  0.351
H -1.628 1.255 0.320  0.282
H -1.082 1.147 -1.397  0.283
H -1.194 -1.050 1.418  0.066

Values from the calculation:
Highest occupied orbital energy (eV): -9.459
M (g/mol): 89.0
Net charge: 0


Which one sits at the top of the stability order? x does.


w:
DFT (ωB97M-V/def2-TZVPD) results for one molecule with the formula C20H22N2O4.

Each line ends with the Mulliken charge.
CARTESIAN COORDINATES (ANGSTROEM)
C -3.650 -0.886 4.289  -0.968
O -2.510 -0.652 3.501  -0.369
C -1.441 -0.018 4.067  0.442
C -1.390 0.404 5.389  -0.587
C -0.257 1.035 5.878  -0.644
C 0.833 1.247 5.058  -0.824
C 0.784 0.829 3.738  -0.199
C -0.339 0.203 3.227  0.661
C -0.393 -0.249 1.791  -0.952
N 0.358 0.624 0.918  0.090
C 1.363 0.182 0.141  0.520
O 1.766 -0.963 0.151  -0.705
C 1.989 1.246 -0.763  -0.598
C 0.956 1.940 -1.658  -1.415
N -0.056 1.015 -2.137  0.121
C -1.305 1.114 -1.620  0.711
O -1.628 1.971 -0.818  -0.700
C -2.296 0.096 -2.158  -0.620
O -1.745 -1.187 -2.334  -0.477
C -0.550 -1.183 -3.002  0.576
C -0.176 -2.312 -3.714  -0.895
C 1.017 -2.330 -4.411  -0.671
C 1.844 -1.216 -4.426  0.369
C 3.137 -1.226 -5.184  -1.522
C 1.475 -0.096 -3.694  -0.333
C 0.297 -0.071 -2.961  0.700
H -4.091 0.050 4.649  0.380
H -4.361 -1.388 3.634  0.239
H -3.425 -1.535 5.141  0.362
H -2.228 0.248 6.050  0.399
H -0.235 1.357 6.908  0.376
H 1.718 1.733 5.440  0.382
H 1.634 0.984 3.090  0.397
H 0.047 -1.247 1.691  0.310
H -1.437 -0.293 1.466  0.406
H 0.008 1.565 0.821  0.373
H 2.492 1.992 -0.145  0.426
H 2.740 0.733 -1.365  0.411
H 1.448 2.420 -2.509  0.367
H 0.414 2.711 -1.104  0.578
H -2.694 0.477 -3.114  0.275
H -3.121 -0.007 -1.451  0.362
H -0.834 -3.166 -3.703  0.456
H 1.301 -3.216 -4.957  0.390
H 3.382 -0.233 -5.553  0.377
H 3.947 -1.553 -4.531  0.292
H 3.086 -1.912 -6.026  0.412
H 2.127 0.764 -3.701  0.321

Values from the calculation:
Highest occupied orbital energy (eV): -8.247
M (g/mol): 354.4
Structure (SMILES): COc1ccccc1CNC(=O)CCN1C(=O)COc2ccc(C)cc21
Net charge: 0


x:
DFT (ωB97M-V/def2-TZVPD) results for one molecule with the formula C20H22N2O4.

Each line ends with the Mulliken charge.
CARTESIAN COORDINATES (ANGSTROEM)
C 5.995 -1.936 1.540  -1.169
C 4.505 -2.218 1.622  -0.286
O 3.828 -1.475 0.603  -0.271
C 2.670 -0.895 0.913  0.073
O 2.148 -0.949 1.995  -0.611
C 2.080 -0.194 -0.297  0.520
C 1.338 1.074 0.130  -0.585
C 0.576 1.675 -1.050  -0.879
N -0.300 0.694 -1.642  0.124
C -1.644 0.779 -1.746  0.428
O -2.312 -0.043 -2.348  -0.687
C -2.276 1.979 -1.105  0.623
C -2.810 2.984 -1.898  -0.423
C -3.400 4.089 -1.301  -0.608
C -3.425 4.142 0.081  -0.561
N -2.957 3.175 0.851  -0.766
C -2.414 2.111 0.289  0.662
O -1.923 1.199 1.164  -0.430
C -2.220 -0.139 1.007  0.683
C -1.363 -1.053 1.612  -0.536
C -1.633 -2.406 1.520  -0.353
C -2.748 -2.854 0.833  -0.622
C -3.611 -1.939 0.257  -0.568
C -3.359 -0.583 0.348  -0.381
C 0.388 -0.480 -2.131  -1.223
C 1.108 -1.171 -0.976  -0.322
H 6.518 -2.522 2.291  0.389
H 6.191 -0.881 1.715  0.312
H 6.373 -2.202 0.556  0.292
H 4.095 -1.930 2.595  0.324
H 4.300 -3.280 1.451  0.289
H 2.892 0.048 -0.989  0.425
H 0.637 0.826 0.927  -0.078
H 2.044 1.810 0.518  0.546
H 1.289 2.003 -1.818  0.471
H 0.001 2.542 -0.724  0.469
H -2.746 2.898 -2.973  0.459
H -3.819 4.884 -1.896  0.419
H -3.847 4.986 0.609  0.440
H -0.498 -0.703 2.154  0.477
H -0.959 -3.110 1.986  0.434
H -2.950 -3.912 0.756  0.398
H -4.492 -2.277 -0.268  0.401
H -4.042 0.128 -0.093  0.413
H 1.107 -0.181 -2.903  0.369
H -0.360 -1.141 -2.572  0.545
H 0.369 -1.509 -0.247  -0.069
H 1.653 -2.040 -1.350  0.442

Values from the calculation:
Highest occupied orbital energy (eV): -8.578
M (g/mol): 354.4
Structure (SMILES): CCOC(=O)C1CCN(C(=O)c2cccnc2Oc2ccccc2)CC1
Net charge: 0


Which one sits at the top of the stability order? x does.


w:
DFT (ωB97M-V/def2-TZVPD) results for one molecule with the formula C4H9OPS.

Each line ends with the Mulliken charge.
CARTESIAN COORDINATES (ANGSTROEM)
C 0.348 0.759 0.769  -1.046
C -0.254 0.059 -0.482  1.213
C 0.452 0.712 -1.645  -1.448
C 0.198 -1.438 -0.243  -1.670
O -0.176 0.202 1.902  -0.213
P -1.599 0.623 2.541  0.088
S -2.016 0.132 -0.723  -0.132
H 1.372 0.693 0.803  0.470
H 0.008 1.799 0.780  0.440
H 1.458 0.143 -1.941  0.272
H 0.759 1.797 -1.556  0.305
H -0.141 0.559 -2.551  0.426
H -0.214 -2.049 0.517  0.322
H 1.239 -1.567 -0.210  0.455
H 0.115 -1.885 -1.200  0.480
H -1.549 -0.539 3.239  0.038

Values from the calculation:
Highest occupied orbital energy (alpha / beta) (eV): -8.711 / -8.093
M (g/mol): 136.2
Net charge: 0


x:
DFT (ωB97M-V/def2-TZVPD) results for one molecule with the formula C4H9OPS.

Each line ends with the Mulliken charge.
CARTESIAN COORDINATES (ANGSTROEM)
C -0.621 0.363 -0.676  -0.579
C -1.454 -0.696 -0.016  -0.519
C -0.054 1.243 0.413  -0.866
C -0.442 -1.602 0.637  -0.976
O 2.662 -0.877 -0.986  -0.416
P 1.732 1.773 0.264  -0.072
S 2.459 -0.332 0.389  0.265
H 0.223 -0.024 -1.122  0.509
H -1.181 0.993 -1.302  0.328
H -2.179 -0.269 0.639  0.284
H -1.995 -1.298 -0.676  0.343
H -0.634 2.193 0.611  0.433
H -0.071 0.639 1.323  0.402
H 0.302 -1.294 1.258  0.515
H -0.463 -2.659 0.506  0.252
H 1.716 1.848 -1.263  0.099

Values from the calculation:
Highest occupied orbital energy (alpha / beta) (eV): -8.249 / -8.716
M (g/mol): 136.2
Net charge: 0


Which one sits at the top of the stability order? w does.